[1]
C3H5N3 | ωB97M-V/def2-TZVPD

Last column: natural (NBO) charge in e.
Element x y z (Å)
C: -1.835 0.045 0.039  -0.65
C: -0.350 0.233 -0.100  0.02
C: 0.701 0.945 -0.377  -0.13
N: 2.109 -0.202 -0.150  -0.45
N: 1.536 -1.265 0.333  0.04
N: 0.333 -1.372 0.404  -0.16
H: -2.146 -0.763 -0.634  0.24
H: -2.472 0.914 -0.152  0.23
H: -2.032 -0.310 1.058  0.24
H: 1.146 1.863 -0.737  0.24
H: 3.034 -0.103 0.317  0.39

Atoms 1-3, force components in eV/Å:
0.269 0.111 -0.080
1.510 -1.988 0.594
1.678 -1.782 0.566

Results
Kohn-Sham gap = 10.5 eV
LUMO energy = 1.0 eV
SMILES = Cc1c[nH]nn1
DFT total energy = -7658.3155 eV
Energy above the lowest of the compared OMol25 structures with the same formula, charge and spin = 399.5 kJ/mol
F_max = 2.57 eV/Å

***

[2]
C3H5N3 | ωB97M-V/def2-TZVPD

Last column: natural (NBO) charge in e.
Element x y z (Å)
H: 1.602 -0.296 0.516  0.33
N: 0.941 -0.871 1.136  -0.60
C: -0.228 -0.630 0.727  0.27
C: -1.280 -0.819 1.660  0.23
N: -1.840 -0.856 2.817  -0.24
N: -0.470 0.063 -0.369  -0.59
C: 0.412 0.630 -1.372  -0.43
H: -1.337 0.891 -0.348  0.39
H: 0.973 1.473 -0.983  0.21
H: -0.093 0.646 -2.427  0.24
H: 1.318 -0.232 -1.357  0.19

Atoms 1-3, force components in eV/Å:
-0.850 -1.449 1.134
2.484 0.130 -0.296
1.665 1.169 0.449

Results
Kohn-Sham gap = 10.0 eV
LUMO energy = 0.1 eV
SMILES = [H]/N=C(/C#N)NC
DFT total energy = -7658.5617 eV
Energy above the lowest of the compared OMol25 structures with the same formula, charge and spin = 375.7 kJ/mol
F_max = 12.69 eV/Å

***

[3]
C3H5N3 | ωB97M-V/def2-TZVPD

Last column: natural (NBO) charge in e.
Element x y z (Å)
C: 1.242 1.130 0.884  -0.43
N: 0.221 0.361 0.370  -0.40
N: 0.376 -0.076 -0.869  -0.11
C: -0.598 -0.937 -1.309  -0.21
C: -1.709 -1.412 -0.657  0.20
N: -2.694 -1.751 -0.105  -0.31
H: 1.021 1.089 1.906  0.22
H: 2.050 0.383 0.927  0.21
H: 1.551 2.091 0.356  0.21
H: -0.832 0.447 0.808  0.38
H: -0.627 -1.325 -2.312  0.23

Atoms 1-3, force components in eV/Å:
2.699 -0.164 -0.027
-5.431 -0.497 -0.784
-3.654 -3.007 -0.721

Results
Kohn-Sham gap = 8.7 eV
LUMO energy = -0.1 eV
SMILES = CN/N=C\C#N
DFT total energy = -7659.2418 eV
Energy above the lowest of the compared OMol25 structures with the same formula, charge and spin = 310.1 kJ/mol
F_max = 5.51 eV/Å

***

[4]
C3H5N3 | ωB97M-V/def2-TZVPD

Last column: natural (NBO) charge in e.
Element x y z (Å)
N: 1.484 -0.810 -0.293  -0.82
C: 0.312 -0.058 -0.148  0.32
C: 0.000 1.088 -0.752  -0.55
C: -2.617 0.640 1.118  0.25
N: -1.656 -0.041 1.102  -0.36
N: -0.535 -0.710 0.794  -0.44
H: 2.124 -0.400 -0.961  0.39
H: 1.298 -1.778 -0.531  0.38
H: 0.619 1.482 -1.548  0.21
H: -0.880 1.650 -0.465  0.23
H: -0.046 -1.027 1.626  0.40

Atoms 1-3, force components in eV/Å:
-0.017 -0.020 -0.164
-0.068 0.191 -0.111
0.044 -0.088 0.037

Results
Kohn-Sham gap = 9.7 eV
LUMO energy = 0.8 eV
DFT total energy = -7659.5685 eV
Energy above the lowest of the compared OMol25 structures with the same formula, charge and spin = 278.6 kJ/mol
F_max = 1.11 eV/Å